{"formula": "C5H10O", "method": "ωB97M-V/def2-TZVPD", "energy_ha": -271.658784, "smiles": "CC(C)[C@H]1CO1", "relative_energy_kj_mol": 246.4, "charge": 0, "molar_mass_da": 86.134, "gap_ev": 11.33, "max_force_ev_per_a": 3.646, "homo_energy_ev": -10.3, "symbols": ["C", "C", "C", "C", "C", "O", "H", "H", "H", "H", "H", "H", "H", "H", "H", "H"], "coordinates": [[1.31086, -1.00838, -0.00628], [0.38296, 0.15427, -0.49441], [0.67953, 1.53373, 0.20242], [-0.98799, -0.34661, -0.56555], [-1.76650, -0.45045, 0.63311], [-2.06396, 0.64129, -0.39179], [2.42553, -0.85185, -0.02414], [0.92305, -1.86497, -0.53843], [1.16587, -1.24678, 1.04672], [0.64177, 0.34125, -1.55858], [1.49715, 2.07839, -0.48810], [-0.26746, 2.11298, 0.10412], [1.18360, 1.34767, 1.33580], [-1.21516, -1.06236, -1.38414], [-2.51515, -1.26849, 0.55689], [-1.39411, -0.10970, 1.57236]]}